{
  "formula": "C29H35MgN3O2P2",
  "method": "the ωB97M-V functional and the def2-TZVPD basis",
  "homo_lumo_gap_ev": 7.891,
  "total_charge": 2,
  "lumo_energy_ev": -6.38,
  "total_energy_ev": -63219.343,
  "symbols": ["Mg", "C", "O", "C", "N", "C", "C", "C", "C", "C", "C", "C", "C", "C", "C", "C", "C", "N", "C", "N", "C", "C", "O", "C", "C", "C", "C", "C", "C", "H", "H", "H", "H", "H", "H", "H", "H", "H", "H", "H", "H", "H", "H", "H", "H", "H", "H", "H", "C", "P", "C", "C", "C", "P", "C", "C", "H", "H", "H", "H", "H", "H", "H", "H", "H", "H", "H", "H", "H", "H", "H", "H"],
  "xyz": [[-0.034400, -0.135500, 0.520100], [4.421900, 1.209000, -0.131700], [3.481300, 2.268700, 0.037800], [2.300700, 1.709600, 0.211300], [2.210200, 0.433300, 0.178800], [3.547900, -0.082400, -0.093400], [4.085200, -1.060300, 0.925600], [5.407200, -1.477000, 0.807400], [5.957400, -2.324500, 1.752500], [5.196800, -2.756900, 2.827700], [3.873600, -2.363100, 2.930500], [3.311600, -1.528000, 1.976300], [1.126100, 2.566200, 0.310200], [1.179900, 3.959500, 0.272300], [-0.018600, 4.660700, 0.216100], [-1.211800, 3.950400, 0.187000], [-1.152700, 2.557800, 0.247100], [-0.013000, 1.892200, 0.319800], [-2.326800, 1.704200, 0.115900], [-2.253100, 0.427700, 0.051400], [-3.601800, -0.066400, -0.237900], [-4.461700, 1.226400, -0.173000], [-3.505500, 2.276800, -0.022900], [-4.101200, -1.138700, 0.706900], [-3.215000, -1.944400, 1.403800], [-3.682800, -2.911200, 2.280600], [-5.041400, -3.090400, 2.464900], [-5.934100, -2.304100, 1.753400], [-5.469200, -1.341400, 0.872700], [5.144400, 1.252800, 0.690400], [4.938500, 1.358100, -1.080200], [3.516400, -0.569400, -1.079100], [5.998900, -1.135800, -0.027500], [6.983400, -2.640500, 1.654100], [5.632700, -3.403200, 3.574600], [3.288700, -2.712400, 3.769900], [2.268800, -1.229700, 2.024900], [2.137200, 4.458800, 0.262900], [-0.018100, 5.740700, 0.163300], [-2.167200, 4.446600, 0.111300], [-3.574700, -0.480800, -1.258300], [-5.114200, 1.247900, 0.705800], [-5.042400, 1.418500, -1.074300], [-2.146800, -1.809000, 1.262800], [-2.989500, -3.531400, 2.829000], [-5.398800, -3.849900, 3.142500], [-6.996600, -2.446200, 1.879600], [-6.174800, -0.756800, 0.303100], [0.958600, 0.009000, 4.225200], [-0.218200, -0.681300, 2.999100], [-1.746000, -0.462300, 3.988300], [0.146000, -2.503800, 3.129200], [0.031400, -3.392800, 1.872200], [0.248600, -2.657700, 0.168900], [-0.932200, -3.671100, -0.801500], [1.792100, -3.461200, -0.408700], [0.841500, -0.521500, 5.172800], [0.706700, 1.059800, 4.380500], [1.993600, -0.058600, 3.896600], [-1.562600, -0.759200, 5.022200], [-2.570900, -1.042400, 3.583000], [-2.023600, 0.592800, 3.971700], [-0.504800, -2.903800, 3.915600], [1.167000, -2.564900, 3.510900], [-0.943500, -3.882800, 1.856300], [0.781700, -4.185800, 1.950800], [-0.745700, -4.727600, -0.599800], [-0.762400, -3.497200, -1.865000], [-1.967800, -3.434800, -0.566800], [1.693800, -4.545100, -0.322000], [2.650200, -3.128600, 0.169300], [1.949700, -3.212600, -1.456500]],
  "forces_ev_per_angstrom": [[0.04, -0.34, -0.43], [0.64, -0.63, -0.15], [-0.53, 0.74, 0.11], [0.54, -0.62, -0.16], [-0.82, 0.17, 0.27], [0.62, -0.18, -0.17], [-0.19, 0.00, -0.04], [-0.22, -0.02, 0.10], [0.06, 0.03, -0.05], [-0.03, -0.01, -0.04], [-0.09, -0.09, 0.12], [0.10, 0.15, -0.09], [0.01, 1.10, 0.00], [-0.05, -0.38, 0.01], [0.04, -0.21, 0.01], [0.06, -0.31, 0.10], [-0.07, 1.14, -0.04], [-0.02, 0.41, -0.09], [-0.60, -0.65, -0.14], [0.94, 0.12, 0.26], [-0.53, -0.20, -0.20], [-0.61, -0.57, -0.04], [0.50, 0.70, 0.00], [0.18, 0.03, -0.01], [-0.04, -0.04, -0.07], [0.05, -0.10, -0.06], [0.00, -0.01, -0.05], [-0.06, -0.01, -0.07], [0.19, -0.06, 0.02], [-0.19, -0.02, -0.17], [-0.06, 0.03, 0.09], [0.08, 0.11, 0.17], [0.18, 0.03, -0.12], [0.12, -0.04, -0.01], [0.01, -0.03, 0.05], [-0.06, -0.02, 0.06], [0.16, -0.02, 0.11], [0.02, 0.02, -0.01], [-0.02, 0.00, 0.03], [-0.05, 0.01, -0.01], [-0.10, 0.15, 0.20], [0.10, -0.02, -0.19], [0.04, 0.00, 0.09], [-0.10, 0.00, 0.05], [0.11, -0.08, 0.07], [-0.06, -0.03, 0.08], [-0.08, -0.01, -0.01], [-0.15, 0.10, -0.03], [-0.02, 0.11, -0.22], [0.01, -0.40, 1.10], [-0.04, 0.10, -0.28], [0.02, 0.12, -0.04], [-0.02, 0.07, -0.02], [0.03, -1.12, 0.04], [-0.01, 0.21, -0.04], [0.01, 0.31, 0.02], [0.02, 0.03, -0.06], [0.05, -0.02, 0.05], [0.01, 0.00, 0.00], [0.05, -0.01, -0.06], [0.03, 0.08, 0.05], [-0.03, -0.01, 0.04], [0.15, 0.04, -0.08], [-0.10, 0.03, 0.02], [0.02, 0.01, -0.04], [-0.17, -0.01, -0.03], [-0.03, 0.05, 0.04], [-0.02, 0.03, 0.02], [-0.03, 0.01, 0.02], [-0.06, 0.07, 0.03], [0.03, -0.04, -0.02], [0.04, 0.01, -0.08]],
  "lowdin_charge": [0.529, -0.038, 0.073, -0.308, 0.111, -0.217, -0.208, -0.024, -0.042, -0.052, -0.065, -0.084, -0.147, 0.074, 0.030, 0.074, -0.150, 0.090, -0.313, 0.118, -0.205, -0.045, 0.069, -0.174, -0.094, -0.082, -0.051, -0.040, -0.021, 0.145, 0.144, 0.163, 0.127, 0.118, 0.117, 0.103, 0.044, 0.139, 0.136, 0.139, 0.168, 0.139, 0.146, 0.037, 0.104, 0.117, 0.119, 0.122, -0.242, 0.829, -0.233, -0.366, -0.364, 0.829, -0.243, -0.237, 0.065, 0.055, 0.031, 0.063, 0.018, 0.055, 0.096, 0.049, 0.064, 0.095, 0.065, 0.057, 0.034, 0.065, 0.023, 0.056]
}